1.
Computed, not measured: a structure of composition C32H52Br2IrN3O4PSi3, with ωB97M-V/def2-TZVPD.

XYZ file:
```
98
Properties=species:S:1:pos:R:3:forces:R:3
Ir 0.800 -0.312 0.480 0.6 0.1 0.2
C -2.796 -3.438 -0.601 -0.1 0.0 0.0
Si -1.690 -1.930 -0.648 0.2 -0.2 0.1
C -0.637 -2.132 -2.186 0.1 -0.1 0.0
C -2.884 -0.491 -0.703 0.0 0.1 -0.2
C -0.538 -1.818 0.980 0.0 0.1 -0.2
Si 0.158 -3.640 1.186 0.0 0.0 0.0
C 0.637 -4.495 -0.402 0.0 0.0 0.0
C 1.715 -3.760 2.227 0.0 -0.1 0.0
C -1.162 -4.641 2.054 -0.1 0.0 0.0
Si -1.622 -1.331 2.466 0.0 0.0 0.0
C -3.465 -1.493 2.283 -0.1 0.1 0.0
C -1.267 -2.052 4.180 0.1 0.0 0.0
C -1.132 0.498 2.565 -0.1 0.1 0.0
C -1.693 1.398 3.458 0.0 0.0 0.0
C -1.196 2.687 3.575 0.0 0.0 0.0
C -0.111 3.053 2.797 0.0 0.0 0.0
C 0.418 2.142 1.904 0.0 0.0 0.1
N -0.099 0.909 1.784 -0.6 -0.1 0.2
H -3.399 -3.327 -1.511 0.0 0.0 0.0
H -3.493 -3.453 0.235 0.0 0.0 -0.1
H -2.295 -4.402 -0.668 0.0 0.0 0.0
H -1.036 -1.493 -2.971 0.0 0.1 -0.1
H -0.687 -3.160 -2.544 0.0 0.0 0.0
H 0.417 -1.874 -2.072 0.0 0.0 0.0
H -2.983 -0.133 -1.728 0.0 0.0 -0.1
H -2.609 0.375 -0.104 0.1 0.1 0.1
H -3.873 -0.838 -0.397 0.1 0.1 -0.1
H 1.414 -3.975 -0.966 0.0 0.0 0.0
H -0.186 -4.719 -1.077 0.0 0.0 0.0
H 1.059 -5.453 -0.084 0.0 0.0 0.0
H 2.534 -3.136 1.871 0.0 -0.1 0.0
H 2.045 -4.797 2.120 0.0 0.0 0.0
H 1.570 -3.587 3.293 0.0 0.0 0.0
H -2.114 -4.655 1.529 0.0 0.0 0.0
H -1.347 -4.352 3.088 0.0 0.0 -0.1
H -0.796 -5.673 2.078 0.0 0.0 0.0
H -3.743 -2.544 2.180 0.0 0.0 0.0
H -3.903 -0.926 1.465 0.0 -0.1 0.2
H -3.912 -1.145 3.219 0.0 0.0 0.0
H -0.513 -2.838 4.209 0.0 0.1 0.0
H -2.195 -2.488 4.555 0.0 0.0 0.0
H -0.971 -1.278 4.893 0.0 0.0 0.0
H -2.520 1.072 4.076 0.0 0.0 0.0
H -1.639 3.388 4.270 0.0 0.0 0.0
H 0.330 4.037 2.858 0.0 0.0 0.0
H 1.229 2.395 1.238 0.1 0.0 -0.1
Br 6.905 1.534 -1.613 0.0 0.0 0.0
C 5.239 0.873 -1.122 0.0 0.0 0.1
C 4.212 0.787 -2.047 -0.1 0.0 0.0
C 2.979 0.341 -1.621 0.1 -0.1 0.0
N 2.753 -0.036 -0.356 0.1 -0.3 -0.2
C 3.769 -0.013 0.527 -0.1 -0.1 0.1
C 5.016 0.458 0.190 0.1 0.0 -0.1
C 3.407 -0.494 1.872 0.0 0.0 -0.1
C 4.351 -0.721 2.851 0.0 0.0 0.0
C 3.939 -1.085 4.127 0.0 0.0 0.0
Br 5.187 -1.399 5.467 0.0 0.0 0.0
C 2.582 -1.197 4.373 0.0 0.0 0.0
C 1.706 -1.010 3.325 0.0 0.2 0.1
N 2.083 -0.691 2.087 0.3 0.1 0.0
H 4.350 1.085 -3.076 0.0 0.0 0.0
H 2.153 0.269 -2.308 0.0 0.0 0.0
H 5.808 0.518 0.920 0.0 0.0 0.0
H 5.401 -0.608 2.631 0.0 0.0 0.0
H 2.201 -1.458 5.350 0.0 0.0 0.0
H 0.658 -1.129 3.493 -0.2 0.0 0.0
C 0.987 0.378 -4.662 0.1 0.0 0.0
C 0.045 1.520 -4.332 -0.1 0.1 0.0
C -1.398 1.063 -4.234 -0.1 0.0 -0.1
C 0.200 2.651 -5.333 0.0 0.0 0.0
O 0.499 2.101 -3.055 0.2 -0.1 -0.1
P 0.216 1.948 -1.531 0.0 -0.1 0.0
O 1.339 2.535 -0.771 0.1 0.0 0.1
O 0.055 0.394 -1.191 -0.3 0.3 -0.4
O -1.208 2.498 -1.209 -0.2 0.0 0.1
C -1.681 3.909 -1.205 0.1 -0.1 0.0
C -0.523 4.879 -1.341 0.0 0.1 0.0
C -2.389 4.061 0.126 0.0 0.0 0.0
C -2.646 4.031 -2.365 0.0 0.1 -0.1
H 0.756 -0.010 -5.654 0.0 0.0 0.0
H 0.892 -0.444 -3.951 0.0 0.0 0.0
H 2.018 0.734 -4.677 0.0 0.0 0.0
H -1.613 0.360 -5.040 0.0 0.0 0.0
H -2.090 1.899 -4.322 0.0 0.0 0.0
H -1.585 0.562 -3.289 0.0 -0.1 0.1
H -0.113 2.313 -6.322 0.0 0.0 0.0
H 1.237 2.978 -5.390 0.0 0.0 0.0
H -0.421 3.500 -5.049 0.0 0.0 0.0
H 0.174 4.798 -0.509 0.0 0.0 0.0
H -0.929 5.891 -1.361 0.0 0.0 0.0
H 0.024 4.720 -2.271 0.0 0.0 0.0
H -1.680 3.940 0.947 -0.1 0.0 -0.1
H -3.183 3.320 0.226 0.0 0.0 0.0
H -2.834 5.054 0.202 0.0 0.0 0.0
H -2.118 3.961 -3.316 0.0 0.0 0.0
H -3.140 5.002 -2.327 0.0 0.0 0.0
H -3.408 3.253 -2.320 0.0 0.0 0.0
```
Positions in Å, forces in eV/Å.

Relative energy (zero: lowest compared OMol25 entry of this formula, charge and spin) = 51.44 kJ/mol
Spin multiplicity = 2
Expectation value of S² = 0.75
Charge = +2
HOMO energy (spin up / spin down) = -14.52 / -14.61 eV



2.
Computed, not measured: the molecule CH3PS4 in a non-equilibrium geometry, with ωB97M-V/def2-TZVPD.

XYZ file:
```
9
Properties=species:S:1:pos:R:3:forces:R:3
C -0.602 0.783 -0.940 3.4 -5.0 4.4
P 0.472 -0.519 2.239 -0.9 2.1 -2.4
S -1.279 0.023 0.941 0.8 0.2 -0.8
S 1.149 -2.218 1.301 0.1 -1.2 0.9
S 1.216 0.553 -0.810 -0.6 0.1 -0.1
S 1.723 0.987 1.157 -0.7 -0.4 -0.1
H -1.043 0.188 -1.663 -0.5 -1.3 -1.4
H -0.982 1.669 -0.843 -1.7 5.3 0.4
H 1.027 -2.863 2.516 0.2 0.1 -0.9
```
Positions in Å, forces in eV/Å.

Relative energy (zero: lowest compared OMol25 entry of this formula, charge and spin) = 74.14 kJ/mol
SMILES = SP1SCSS1
HOMO energy = -8.77 eV



3.
Computed, not measured: the molecule C4H6N2S in a non-equilibrium geometry, with ωB97M-V/def2-TZVPD.

XYZ file:
```
13
Properties=species:S:1:pos:R:3:forces:R:3
C 1.772 1.239 -0.045 1.1 -0.7 -0.4
C 1.109 -0.141 -0.097 -0.5 -0.1 -0.1
C -1.207 -1.030 0.186 -0.7 -0.5 -1.4
C -2.591 -0.533 -0.087 -0.3 -0.5 0.3
H 1.112 1.913 0.454 -0.5 0.6 0.3
H 2.033 1.651 -1.041 -0.3 -0.4 0.4
H 2.709 1.218 0.534 -0.4 -0.3 -0.3
H -0.603 0.914 -0.139 -0.3 0.7 0.1
H -1.153 -1.379 1.207 0.1 -0.2 0.4
H -1.041 -1.888 -0.497 0.0 0.3 0.5
N -0.246 -0.010 -0.096 0.8 0.3 0.2
N -3.716 -0.320 -0.236 1.0 0.1 0.0
S 1.823 -1.633 -0.143 0.0 0.7 0.2
```
Positions in Å, forces in eV/Å.

Relative energy (zero: lowest compared OMol25 entry of this formula, charge and spin) = 84.52 kJ/mol
SMILES = CC(=S)NCC#N
HOMO energy = -8.84 eV



4.
Computed, not measured: a cluster of 7 separate species, C41H86N3O6 in total in a non-equilibrium geometry, with ωB97M-V/def2-TZVPD.

XYZ file:
```
136
Properties=species:S:1:pos:R:3:forces:R:3
C -1.605 2.206 4.152 0.6 0.2 0.3
C -0.619 2.692 3.090 -0.8 0.0 -0.1
C -0.994 2.363 1.641 0.0 -0.5 0.0
C -1.821 1.075 1.469 0.8 0.7 -0.1
C -1.621 0.495 0.077 -0.8 -0.3 -0.2
C -1.731 -1.023 -0.008 0.5 -0.1 0.1
C -0.901 -1.770 1.059 -0.5 0.3 -0.6
C 0.453 -1.151 1.379 0.3 -0.7 0.1
C 1.561 -1.511 0.391 0.4 0.7 0.3
C 1.634 -0.633 -0.856 0.1 -0.7 0.3
C 1.821 0.853 -0.589 0.1 0.0 -0.6
C 3.093 1.440 -1.195 -0.6 0.6 0.5
C 3.392 2.823 -0.597 0.3 -0.1 0.1
C 4.625 2.797 0.288 0.0 0.1 0.4
C 4.307 2.127 1.622 0.1 0.2 -0.1
C 3.544 3.058 2.550 0.8 -1.3 0.2
N 3.612 2.604 4.014 -2.5 0.3 0.2
C 2.789 1.666 4.477 0.9 -0.1 -0.3
N 2.133 1.935 5.681 0.5 -1.0 -0.1
N 2.595 0.456 3.845 -0.4 0.9 0.1
H -1.505 1.144 4.330 -0.3 -0.3 -0.1
H -2.631 2.455 3.919 -0.3 0.0 -0.1
H -1.356 2.681 5.097 -0.1 0.2 0.2
H -0.533 3.767 3.205 0.4 0.3 0.0
H 0.346 2.234 3.299 0.3 0.1 0.1
H -1.475 3.197 1.140 -0.2 0.2 0.0
H -0.070 2.187 1.100 0.3 0.2 -0.2
H -1.458 0.388 2.220 -0.2 -0.3 0.2
H -2.864 1.300 1.660 -0.3 -0.2 0.1
H -0.678 0.786 -0.363 0.2 0.2 0.2
H -2.388 0.918 -0.566 0.0 0.1 -0.3
H -2.768 -1.334 0.060 -0.3 -0.1 0.1
H -1.381 -1.332 -0.988 -0.1 0.0 -0.3
H -1.528 -1.886 1.936 0.1 0.1 0.4
H -0.730 -2.775 0.683 0.0 -0.3 0.1
H 0.759 -1.520 2.359 0.0 -0.1 0.3
H 0.410 -0.070 1.467 -0.2 0.3 0.0
H 2.513 -1.393 0.918 0.1 0.1 0.0
H 1.520 -2.560 0.123 -0.2 -0.3 -0.1
H 0.773 -0.824 -1.480 -0.2 0.1 -0.2
H 2.488 -0.988 -1.424 0.1 -0.1 -0.3
H 0.990 1.384 -1.038 -0.2 0.3 0.1
H 1.814 1.090 0.474 -0.1 -0.1 0.3
H 2.927 1.577 -2.255 0.2 -0.4 -0.4
H 3.918 0.763 -0.998 0.3 -0.1 -0.2
H 3.480 3.588 -1.357 0.1 0.1 -0.3
H 2.567 3.132 0.040 -0.4 0.2 -0.1
H 5.002 3.800 0.483 0.1 0.2 -0.1
H 5.429 2.237 -0.175 0.2 0.0 -0.3
H 5.217 1.816 2.122 0.1 0.0 0.0
H 3.707 1.249 1.409 0.0 -0.4 0.2
H 3.977 4.045 2.522 0.1 0.3 0.2
H 2.495 3.101 2.288 -0.3 0.3 0.0
H 3.477 3.396 4.640 0.5 0.2 -0.2
H 1.319 1.328 5.701 0.0 -0.1 0.1
H 2.673 1.695 6.512 0.2 0.6 0.1
H 1.977 0.326 3.063 0.2 0.0 -0.4
H 3.128 -0.324 4.203 -0.1 -0.3 0.0
C -0.204 6.888 1.691 0.0 -0.1 0.1
C 0.785 7.547 2.652 0.0 0.0 -0.1
C 1.991 6.626 2.526 0.0 0.0 0.0
O 1.973 6.107 1.197 0.0 -0.1 0.1
C 0.716 6.410 0.575 0.0 0.1 0.0
H -0.987 7.558 1.343 0.0 0.0 0.0
H -0.679 6.032 2.177 0.0 0.0 0.0
H 1.034 8.550 2.302 0.0 0.0 0.0
H 0.421 7.625 3.675 0.0 0.0 0.0
H 1.916 5.785 3.230 0.0 0.0 0.1
H 2.939 7.138 2.699 0.0 0.0 0.0
H 0.876 7.192 -0.172 0.0 0.0 0.0
H 0.345 5.519 0.069 0.1 0.0 0.0
C 0.217 -0.579 -5.939 0.1 0.1 0.0
C 1.662 -1.074 -5.899 -0.1 -0.1 0.0
C 2.216 -0.318 -4.699 0.0 0.1 0.0
O 1.120 -0.136 -3.797 0.0 0.1 -0.1
C -0.110 -0.465 -4.458 0.0 -0.1 0.0
H -0.462 -1.243 -6.469 0.0 0.0 0.0
H 0.171 0.404 -6.413 0.0 0.0 0.0
H 1.684 -2.150 -5.710 0.0 0.0 0.0
H 2.220 -0.879 -6.813 0.0 0.0 0.0
H 2.596 0.667 -4.990 0.0 0.0 0.0
H 3.014 -0.859 -4.187 0.0 0.0 0.1
H -0.476 -1.417 -4.058 0.0 0.0 0.0
H -0.850 0.307 -4.243 0.0 0.0 0.0
C -5.375 -4.002 -1.947 0.0 0.0 -0.1
C -3.941 -4.523 -1.921 0.1 0.0 0.1
C -3.289 -3.700 -3.022 0.0 0.0 -0.1
O -3.966 -2.441 -3.041 0.0 0.0 0.1
C -5.154 -2.524 -2.247 0.1 0.0 0.1
H -5.921 -4.166 -1.019 0.0 0.0 0.0
H -5.931 -4.476 -2.758 0.0 0.0 0.0
H -3.475 -4.293 -0.959 0.0 0.0 0.0
H -3.859 -5.595 -2.089 0.0 0.0 0.0
H -3.409 -4.176 -4.002 0.0 0.0 0.0
H -2.225 -3.530 -2.850 0.0 0.0 0.0
H -4.993 -1.954 -1.324 -0.1 0.0 0.0
H -5.981 -2.070 -2.792 0.0 0.0 0.0
C -6.549 -0.183 -5.454 0.0 0.1 0.0
C -6.739 -0.432 -6.949 0.0 -0.1 0.0
C -5.588 0.369 -7.543 0.0 0.1 0.1
O -4.535 0.336 -6.578 0.0 0.0 0.0
C -5.030 -0.173 -5.335 0.0 -0.1 -0.1
H -7.017 -0.936 -4.821 0.0 0.0 0.0
H -6.959 0.792 -5.182 0.0 0.0 0.0
H -6.615 -1.494 -7.171 0.0 0.0 0.0
H -7.710 -0.117 -7.328 0.0 0.0 0.0
H -5.876 1.413 -7.711 0.0 0.0 0.0
H -5.223 -0.043 -8.484 0.0 0.0 0.0
H -4.635 -1.181 -5.188 0.0 0.0 0.1
H -4.671 0.457 -4.520 0.0 0.0 0.0
C -1.702 -5.161 3.023 0.0 0.1 0.1
C -2.080 -6.511 3.630 0.0 0.0 -0.1
C -3.588 -6.530 3.415 0.0 0.1 0.1
O -3.831 -5.786 2.219 0.0 0.1 0.0
C -2.654 -5.078 1.836 0.1 -0.2 0.0
H -0.655 -5.087 2.729 0.0 0.0 0.0
H -1.915 -4.359 3.735 0.0 0.0 0.0
H -1.607 -7.319 3.069 0.0 0.0 0.0
H -1.802 -6.616 4.677 0.0 0.0 0.0
H -4.114 -6.044 4.242 0.0 0.0 0.0
H -3.987 -7.537 3.296 0.0 0.0 0.0
H -2.223 -5.564 0.953 0.0 0.0 0.0
H -2.917 -4.053 1.568 -0.1 0.0 0.0
C 6.828 -1.328 1.879 0.0 -0.1 0.0
C 5.537 -1.807 1.214 0.0 0.1 0.0
C 4.739 -2.302 2.411 0.1 -0.1 0.0
O 5.137 -1.488 3.526 -0.2 0.1 0.0
C 6.307 -0.734 3.179 0.0 0.1 0.0
H 7.387 -0.609 1.284 0.0 0.0 0.0
H 7.479 -2.178 2.087 0.0 0.0 0.0
H 5.025 -0.965 0.739 0.0 0.0 0.0
H 5.690 -2.579 0.464 0.0 0.0 0.0
H 4.971 -3.345 2.644 0.0 0.0 0.0
H 3.660 -2.213 2.268 0.1 0.0 0.1
H 6.017 0.315 3.046 0.1 -0.1 0.0
H 7.025 -0.794 3.995 0.0 0.0 0.0
```
Positions in Å, forces in eV/Å.

Relative energy (zero: lowest compared OMol25 entry of this formula, charge and spin) = 0.00 kJ/mol
Charge = +1
HOMO energy = -10.44 eV



Q: relative energy (zero: lowest compared OMol25 entry of this formula, charge and spin) of number 3 (C4H6N2S)?
A: 84.52 kJ/mol



Q: Among the records above, which one has the lowest relative energy (zero: lowest compared OMol25 entry of this formula, charge and spin)?
A: C41H86N3O6



Q: What is the relative energy (zero: lowest compared OMol25 entry of this formula, charge and spin) in the fourth record?
A: 0.00 kJ/mol



Q: Which value of relative energy (zero: lowest compared OMol25 entry of this formula, charge and spin) does entry 3 give?
A: 84.52 kJ/mol